Entry 1:
Below is C20H61AlNO9 as an isolated structure in a non-equilibrium geometry, with properties calculated with wB97M-V/def2-TZVPD.

CARTESIAN COORDINATES (ANGSTROEM)
C 1.687 -0.482 0.370
C 2.587 0.531 -0.389
C 4.077 0.452 0.046
C 4.402 1.140 1.398
N 4.450 2.605 1.278
Al 2.795 3.471 1.692
O 2.651 5.050 0.701
H 0.994 -0.913 -0.379
H 1.057 0.008 1.124
H 2.248 -1.312 0.815
H 2.229 1.565 -0.338
H 2.563 0.230 -1.457
H 4.332 -0.626 0.103
H 4.705 0.860 -0.763
H 3.751 0.769 2.222
H 5.423 0.788 1.667
H 5.153 2.915 1.938
H 1.494 2.583 1.433
H 2.778 3.945 3.243
H 2.125 4.866 -0.067
C 1.423 0.367 6.330
C 1.663 1.413 5.254
O 1.221 0.948 3.987
H 1.943 -0.560 6.084
H 1.772 0.718 7.305
H 0.358 0.128 6.407
H 2.725 1.635 5.166
H 1.138 2.344 5.494
H 0.282 0.765 4.051
C -1.905 5.818 -0.987
C -0.531 5.240 -1.274
O -0.081 4.435 -0.193
H -1.881 6.415 -0.074
H -2.249 6.446 -1.811
H -2.633 5.018 -0.830
H 0.198 6.040 -1.409
H -0.553 4.633 -2.188
H -0.716 3.722 -0.074
C 2.640 -5.561 -0.953
C 1.793 -4.404 -0.457
O 2.305 -3.888 0.766
H 2.669 -6.361 -0.212
H 2.243 -5.962 -1.889
H 3.671 -5.238 -1.119
H 0.769 -4.730 -0.272
H 1.770 -3.597 -1.197
H 3.202 -3.586 0.600
C -1.125 0.080 -2.774
C -1.996 1.235 -2.317
O -1.488 1.805 -1.118
H -1.074 -0.687 -2.000
H -1.517 -0.368 -3.690
H -0.102 0.418 -2.960
H -3.010 0.890 -2.111
H -2.046 2.013 -3.089
H -0.594 2.118 -1.300
C -1.696 -3.710 2.656
C -1.980 -3.453 1.189
O -1.432 -2.205 0.781
H -2.116 -2.911 3.270
H -2.124 -4.662 2.978
H -0.620 -3.728 2.843
H -3.054 -3.416 1.010
H -1.554 -4.251 0.567
H -0.480 -2.239 0.930
C 5.420 -4.672 -4.530
C 4.573 -3.519 -4.021
O 5.098 -3.020 -2.796
H 5.451 -5.476 -3.792
H 5.021 -5.069 -5.466
H 6.450 -4.350 -4.698
H 3.552 -3.850 -3.834
H 4.544 -2.705 -4.754
H 5.994 -2.722 -2.968
C -6.507 7.575 -0.727
C -5.119 6.991 -0.918
O -4.621 7.283 -2.222
H -7.195 7.174 -1.474
H -6.895 7.346 0.267
H -6.491 8.660 -0.854
H -5.144 5.908 -0.808
H -4.425 7.396 -0.175
H -4.589 8.238 -2.312
C -5.791 -5.305 -0.895
C -5.694 -5.894 0.500
O -5.333 -4.895 1.449
H -4.840 -4.856 -1.186
H -6.056 -6.071 -1.627
H -6.545 -4.515 -0.930
H -4.927 -6.667 0.535
H -6.648 -6.341 0.798
H -6.011 -4.216 1.430

Output
**Highest occupied orbital energy**: -3.80 eV
**Charge**: -1
**HOMO-LUMO gap**: 5.943 eV
**Spin multiplicity**: 1

Löwdin atomic charge list, values in e, 8 entries: -0.1082, -0.2737, -0.2259, -0.3638, -0.1283, 0.1302, -0.3304, 0.0466

Entry 2:
Below is a 10-piece molecular cluster, C20H62BFNO11S10 overall, with properties calculated with wB97M-V/def2-TZVPD.

CARTESIAN COORDINATES (ANGSTROEM)
C 0.893 -2.073 1.989
C 1.068 -3.435 1.332
F 0.741 -4.479 2.141
S 0.132 -3.647 -0.246
N -1.393 -2.959 -0.066
B 1.172 -2.574 -1.453
O 2.454 -3.002 -1.618
O 0.592 -1.512 -2.039
H 0.111 -1.465 1.546
H 0.660 -2.228 3.040
H 1.825 -1.512 1.921
H 2.105 -3.579 1.017
H -1.668 -2.466 -0.909
H -1.506 -2.362 0.760
H 3.010 -2.511 -0.994
H -0.036 -1.108 -1.421
C -1.972 0.834 3.642
S -2.853 0.152 2.242
O -2.200 -1.173 1.919
C -2.229 1.308 1.042
H -2.188 0.217 4.513
H -0.900 0.831 3.438
H -2.329 1.850 3.810
H -1.139 1.255 1.025
H -2.555 2.318 1.297
H -2.628 1.035 0.066
C -0.128 5.845 2.576
S -1.321 5.578 1.264
O -2.294 4.554 1.748
C -0.201 4.718 0.157
H -0.643 6.333 3.402
H 0.278 4.889 2.905
H 0.675 6.487 2.217
H 0.196 3.838 0.663
H 0.610 5.391 -0.125
H -0.744 4.414 -0.731
C 0.668 2.548 -4.941
S 1.046 2.828 -3.208
O -0.242 3.179 -2.540
C 1.943 4.362 -3.451
H 0.063 1.646 -5.008
H 0.109 3.397 -5.334
H 1.597 2.409 -5.494
H 1.297 5.086 -3.947
H 2.834 4.167 -4.047
H 2.236 4.734 -2.471
C 3.151 -0.834 -3.872
S 4.445 0.277 -3.320
O 3.760 1.462 -2.729
C 5.019 0.728 -4.951
H 2.628 -1.208 -3.009
H 2.453 -0.293 -4.512
H 3.592 -1.670 -4.417
H 4.196 1.164 -5.518
H 5.402 -0.161 -5.454
H 5.816 1.460 -4.837
C -2.571 -7.063 0.180
S -1.181 -7.858 -0.641
O -1.716 -8.535 -1.845
C -0.920 -9.119 0.611
H -2.925 -6.261 -0.466
H -3.368 -7.790 0.332
H -2.243 -6.650 1.135
H -1.833 -9.702 0.732
H -0.638 -8.645 1.552
H -0.113 -9.763 0.268
C -8.195 2.101 0.906
S -7.125 1.275 2.090
O -5.829 2.011 2.076
C -6.884 -0.219 1.126
H -8.433 3.083 1.308
H -7.677 2.207 -0.047
H -9.111 1.522 0.784
H -6.457 0.040 0.156
H -7.840 -0.728 1.004
H -6.203 -0.857 1.685
C 7.674 -0.779 -8.578
S 6.741 -2.189 -7.977
O 6.213 -1.813 -6.633
C 8.156 -3.255 -7.692
H 6.968 0.026 -8.774
H 8.392 -0.467 -7.820
H 8.183 -1.051 -9.502
H 8.840 -2.773 -6.995
H 8.652 -3.456 -8.642
H 7.789 -4.187 -7.267
C 1.920 6.827 5.823
S 3.409 6.775 4.820
O 2.981 6.488 3.424
C 4.041 5.235 5.496
H 1.350 7.704 5.522
H 1.332 5.926 5.651
H 2.194 6.913 6.874
H 3.306 4.444 5.345
H 4.254 5.366 6.557
H 4.959 4.994 4.965
C -6.057 -2.883 6.439
S -5.630 -1.521 5.348
O -6.720 -1.410 4.347
C -4.258 -2.349 4.533
H -6.931 -2.584 7.012
H -6.288 -3.766 5.843
H -5.225 -3.080 7.115
H -4.605 -3.273 4.070
H -3.473 -2.557 5.261
H -3.884 -1.675 3.766

Output
**Highest occupied orbital energy**: -10.02 eV
**Charge**: +1
**HOMO-LUMO gap**: 6.938 eV
**Spin multiplicity**: 1

Löwdin atomic charge list, values in e, 8 entries: -0.0249, -0.4942, 0.0050, 1.2247, -0.1792, -0.7683, 0.1508, 0.1937

Entry 3:
Below is a 12-piece molecular cluster, C20H63BO14 overall in a non-equilibrium geometry, with properties calculated with wB97M-V/def2-TZVPD.

CARTESIAN COORDINATES (ANGSTROEM)
C -0.390 -1.836 0.984
C -0.038 -0.386 0.332
O 1.388 -0.126 0.561
C 2.138 -0.537 -0.611
B 3.723 -0.787 -0.363
C 4.689 -0.735 -1.693
C 4.439 -1.120 1.054
C 4.826 0.160 1.936
C 3.577 0.952 2.557
C 3.339 2.246 1.639
O 2.342 3.176 2.150
C 1.134 2.868 1.466
O 0.857 3.561 0.450
H 0.601 -2.363 1.241
H -0.994 -1.673 1.944
H -0.960 -2.461 0.216
H -0.715 0.398 0.807
H -0.262 -0.378 -0.794
H 1.707 -1.495 -1.101
H 2.008 0.300 -1.397
H 4.511 0.233 -2.287
H 5.785 -0.916 -1.441
H 4.358 -1.645 -2.330
H 3.848 -1.899 1.673
H 5.434 -1.650 0.797
H 5.510 0.914 1.391
H 5.446 -0.217 2.835
H 2.648 0.316 2.729
H 3.889 1.342 3.600
H 3.161 1.951 0.535
H 4.342 2.818 1.631
H 0.412 2.064 1.848
C -2.803 -3.258 -2.143
O -1.975 -2.104 -2.071
H -2.377 -4.038 -1.513
H -3.806 -3.012 -1.787
H -2.849 -3.612 -3.176
H -2.375 -1.431 -2.637
C -2.300 4.309 2.695
O -2.276 4.958 1.434
H -3.319 4.329 3.083
H -1.977 3.271 2.580
H -1.637 4.832 3.389
H -1.364 4.926 1.112
C -6.248 5.882 4.158
O -6.225 6.532 2.895
H -7.267 5.903 4.546
H -5.926 4.844 4.043
H -5.586 6.405 4.852
H -5.314 6.500 2.574
C 8.492 2.483 0.086
O 7.112 2.140 0.140
H 9.021 1.937 0.867
H 8.900 2.209 -0.887
H 8.610 3.557 0.252
H 6.668 2.636 -0.559
C -8.800 7.209 0.070
O -8.051 7.748 1.147
H -9.217 8.029 -0.514
H -8.147 6.606 -0.568
H -9.614 6.591 0.459
H -7.692 7.000 1.650
C 11.328 3.793 -2.530
O 9.950 3.452 -2.481
H 11.854 3.245 -1.748
H 11.742 3.519 -3.503
H 11.449 4.866 -2.362
H 9.509 3.949 -3.181
C -6.300 -3.331 -4.085
O -5.475 -2.179 -4.014
H -5.870 -4.109 -3.453
H -7.304 -3.089 -3.728
H -6.347 -3.689 -5.116
H -5.877 -1.507 -4.581
C -2.753 -6.814 0.024
O -3.639 -6.194 -0.899
H -2.437 -6.076 0.761
H -3.266 -7.634 0.531
H -1.876 -7.194 -0.506
H -3.902 -6.867 -1.538
C 7.036 -4.310 0.504
O 6.156 -3.704 -0.431
H 7.340 -3.563 1.237
H 6.524 -5.130 1.015
H 7.921 -4.689 -0.014
H 5.903 -4.384 -1.067
C -2.868 -7.926 3.382
O -1.699 -8.066 2.587
H -3.744 -8.020 2.739
H -2.893 -8.709 4.143
H -2.875 -6.942 3.859
H -0.942 -7.979 3.179
C -8.638 0.678 -4.824
O -7.819 -0.302 -4.201
H -8.381 0.730 -5.882
H -9.689 0.399 -4.720
H -8.463 1.652 -4.361
H -8.065 -0.329 -3.268

Output
**Highest occupied orbital energy**: -9.34 eV
**Structure (SMILES)**: CCOCB(C)CCCCOC=O.CO.CO.CO.CO.CO.CO.CO.CO.CO.CO.CO
**HOMO-LUMO gap**: 9.863 eV
**Spin multiplicity**: 1

Löwdin atomic charge list, values in e, 8 entries: -0.0655, -0.2278, -0.2557, -0.1558, -0.2698, -0.0572, -0.1326, -0.1932

Entry 4:
Below is a 10-piece molecular cluster, C20H63N3O13 overall in a non-equilibrium geometry, with properties calculated with wB97M-V/def2-TZVPD.

CARTESIAN COORDINATES (ANGSTROEM)
C 5.849 0.777 0.405
O 4.819 1.233 1.312
C 5.223 2.192 2.292
C 4.032 2.704 3.124
N 3.057 1.653 3.265
C 3.411 0.848 4.419
C 3.085 -0.582 4.204
O 3.658 -1.317 3.108
C 5.129 -1.373 3.222
H 6.773 0.505 0.914
H 5.976 1.478 -0.420
H 5.517 -0.131 -0.099
H 5.685 3.084 1.869
H 6.000 1.761 2.923
H 3.560 3.523 2.581
H 4.355 3.087 4.091
H 3.166 1.105 2.424
H 2.836 1.177 5.285
H 4.488 0.882 4.578
H 1.997 -0.649 4.188
H 3.350 -1.163 5.087
H 5.639 -0.571 2.689
H 5.484 -2.217 2.631
H 5.480 -1.461 4.250
C -1.093 -0.600 5.215
O -1.117 0.832 5.312
C -0.761 1.664 4.201
C -1.507 1.429 2.945
N -2.951 1.374 3.083
C -3.688 1.076 1.825
C -3.292 1.927 0.612
O -3.437 3.365 0.795
C -2.941 4.114 -0.238
H -1.143 -1.122 6.170
H -0.163 -1.057 4.878
H -1.909 -0.973 4.597
H 0.319 1.560 4.095
H -0.819 2.705 4.522
H -1.153 0.454 2.611
H -1.147 2.174 2.235
H -3.182 0.679 3.779
H -4.741 1.237 2.059
H -3.618 0.021 1.563
H -4.007 1.625 -0.154
H -2.294 1.642 0.281
H -1.861 4.018 -0.133
H -3.260 5.156 -0.210
H -3.222 3.845 -1.256
C -2.368 -2.719 -2.484
O -2.983 -1.751 -3.319
C -3.769 -2.285 -4.385
C -4.350 -1.162 -5.250
N -3.340 -0.658 -6.179
C -3.983 0.495 -6.858
C -2.956 0.913 -7.841
O -1.661 1.161 -7.266
C -0.690 1.558 -8.286
H -3.131 -3.418 -2.141
H -1.937 -2.402 -1.534
H -1.605 -3.227 -3.073
H -4.633 -2.827 -3.999
H -3.142 -2.971 -4.953
H -4.725 -0.270 -4.747
H -5.207 -1.561 -5.792
H -2.512 -0.327 -5.705
H -4.274 1.406 -6.335
H -4.843 0.237 -7.476
H -3.124 1.865 -8.344
H -2.905 0.134 -8.602
H 0.250 1.886 -7.844
H -1.032 2.385 -8.908
H -0.497 0.662 -8.877
C 1.477 -0.462 1.139
O 0.602 -0.643 0.056
H 2.378 -1.002 0.848
H 1.758 0.584 1.263
H 1.030 -0.867 2.048
H 0.600 -1.567 -0.203
C -2.149 -2.855 1.845
O -1.821 -4.066 2.532
H -1.366 -2.103 1.942
H -2.298 -3.230 0.832
H -3.111 -2.479 2.194
H -2.548 -4.691 2.492
O 1.615 -3.442 -3.322
H 1.256 -2.846 -3.980
H 1.046 -3.330 -2.561
O 2.567 -3.507 1.797
H 3.268 -4.156 1.857
H 2.928 -2.725 2.214
O 0.807 -3.234 -0.538
H 0.544 -4.139 -0.706
H 1.392 -3.290 0.218
O 1.402 3.373 1.520
H 1.669 2.910 2.314
H 1.274 2.682 0.870
O -0.025 1.789 -1.232
H 0.392 1.040 -0.806
H -0.854 1.445 -1.565

Output
**Relative energy (zero: lowest compared OMol25 entry of this formula, charge and spin)**: 2.701 eV
**Highest occupied orbital energy**: -8.34 eV
**Structure (SMILES)**: COCCNCCOC.COCCNCCOC.COCCNCCOC.CO.CO.O.O.O.O.O
**HOMO-LUMO gap**: 8.631 eV
**Spin multiplicity**: 1

Löwdin atomic charge list, values in e, 8 entries: -0.0753, -0.2224, -0.1973, -0.1872, -0.0659, -0.2029, -0.2089, -0.2218

Entry 5:
Below is a 11-piece molecular cluster, C20H64N2O11 overall in a non-equilibrium geometry, with properties calculated with wB97M-V/def2-TZVPD.

CARTESIAN COORDINATES (ANGSTROEM)
C -2.708 1.463 3.061
C -4.187 1.176 2.854
C -4.568 -0.067 3.715
O -5.948 -0.319 3.554
C -6.333 -1.580 4.115
N -4.928 2.325 3.415
H -2.419 1.228 4.061
H -2.350 2.514 2.938
H -2.080 0.833 2.401
H -4.405 0.979 1.793
H -4.302 0.137 4.798
H -4.074 -0.973 3.372
H -5.554 -2.312 3.800
H -7.349 -1.809 3.701
H -6.341 -1.472 5.213
H -4.849 3.240 2.970
H -5.876 2.096 3.539
C 4.372 1.087 2.965
C 5.120 0.436 1.794
C 4.266 -0.737 1.172
O 4.113 -1.791 2.088
C 3.814 -2.985 1.473
N 5.442 1.456 0.827
H 5.019 1.687 3.592
H 4.049 0.243 3.602
H 3.458 1.555 2.605
H 6.026 0.004 2.177
H 4.833 -1.163 0.300
H 3.273 -0.394 0.754
H 2.865 -3.028 0.987
H 3.727 -3.648 2.351
H 4.599 -3.413 0.830
H 5.970 1.149 0.062
H 4.635 1.975 0.461
C -0.340 -2.761 -4.783
C -1.799 -2.302 -5.002
O -2.070 -1.044 -4.465
H -0.173 -2.891 -3.711
H 0.375 -2.032 -5.142
H -0.214 -3.763 -5.233
H -2.416 -3.079 -4.564
H -2.040 -2.224 -6.062
H -1.613 -0.982 -3.625
C -3.923 1.451 -1.029
C -4.037 1.062 -2.490
O -4.065 -0.364 -2.577
H -3.614 2.509 -0.927
H -3.264 0.828 -0.464
H -4.925 1.335 -0.699
H -3.257 1.447 -3.133
H -4.964 1.486 -2.852
H -3.744 -0.602 -3.451
C 3.963 -2.321 -4.381
C 3.666 -3.075 -3.148
O 2.322 -2.806 -2.718
H 3.244 -2.424 -5.222
H 4.883 -2.698 -4.793
H 4.143 -1.241 -4.203
H 4.330 -2.761 -2.378
H 3.776 -4.180 -3.244
H 2.125 -3.389 -1.960
C 1.762 4.307 3.620
C 1.049 3.004 4.038
O 0.980 2.173 2.887
H 1.704 4.958 4.479
H 1.088 4.795 2.854
H 2.790 4.214 3.388
H 0.077 3.182 4.466
H 1.717 2.642 4.834
H 0.862 1.272 3.179
C -0.181 0.199 -1.644
C 0.277 0.151 -0.197
O 0.110 -1.081 0.470
H 0.259 -0.643 -2.127
H 0.187 1.127 -2.154
H -1.245 0.256 -1.804
H -0.334 0.918 0.339
H 1.306 0.472 -0.216
H -0.623 -1.593 0.094
C 2.828 2.349 -4.117
C 3.043 1.618 -2.789
O 2.741 2.397 -1.659
H 3.429 3.253 -4.154
H 1.765 2.579 -4.264
H 3.109 1.725 -4.934
H 4.093 1.253 -2.768
H 2.428 0.771 -2.750
H 2.440 3.306 -1.893
O -2.424 -2.041 -0.845
H -3.017 -2.472 -0.228
H -2.947 -1.331 -1.328
O -5.677 -1.749 0.706
H -5.598 -1.057 0.052
H -5.560 -1.303 1.567
O 1.070 -0.866 2.932
H 0.777 -1.012 2.015
H 2.034 -0.848 2.868

Output
**Relative energy (zero: lowest compared OMol25 entry of this formula, charge and spin)**: 0.000 eV
**Highest occupied orbital energy**: -8.89 eV
**Structure (SMILES)**: COC[C@H](C)N.COC[C@H](C)N.CCO.CCO.CCO.CCO.CCO.CCO.O.O.O
**HOMO-LUMO gap**: 9.437 eV
**Spin multiplicity**: 1

Löwdin atomic charge list, values in e, 8 entries: -0.0723, -0.4022, -0.2146, -0.2393, -0.0875, 0.0457, 0.0617, 0.0895

no.,LUMO level (eV)
1,2.14
2,-3.08
3,0.53
4,0.30
5,0.55